Computed, not measured: the molecule C24H27FN4O4S at a distorted geometry, with ωB97M-V/def2-TZVPD.

- LUMO level (eV) = 0.6
- ΔE to the lowest compared entry with this formula, charge and spin (kcal/mol) = 1.9
- E (eV) = -53027.9812

The geometry in ORCA input format:
```
! wB97M-V def2-TZVPD RIJCOSX def2/J DEFGRID3
* xyz 0 1
C 5.822 -1.943 0.356
C 4.356 -1.889 0.057
C 3.590 -0.811 0.493
C 2.236 -0.750 0.233
C 1.604 -1.784 -0.454
N 0.214 -1.675 -0.665
C -0.348 -2.295 -1.854
C -1.701 -1.661 -2.187
O -2.699 -2.347 -2.272
N -1.711 -0.337 -2.455
C -0.611 0.588 -2.341
C -0.772 1.464 -1.091
N -2.048 2.140 -1.163
C -2.246 3.395 -0.626
C -3.333 4.172 -1.054
C -3.549 5.452 -0.590
C -2.678 6.031 0.319
C -1.594 5.297 0.763
C -1.398 4.011 0.304
F -0.330 3.338 0.827
C -3.146 1.195 -1.257
C -2.985 0.353 -2.523
S -0.766 -2.048 0.679
O -1.047 -3.451 0.682
O -1.866 -1.130 0.656
C 0.222 -1.684 2.098
C 1.151 -2.549 2.750
C 1.565 -3.905 2.330
N 1.606 -1.970 3.826
O 1.010 -0.753 3.928
C 0.170 -0.574 2.905
C -0.613 0.676 2.824
C 2.363 -2.856 -0.908
C 3.724 -2.897 -0.657
H 6.276 -2.832 -0.074
H 6.324 -1.065 -0.046
H 5.985 -1.954 1.433
H 4.065 -0.008 1.036
H 1.656 0.104 0.549
H 0.347 -2.167 -2.688
H -0.541 -3.363 -1.695
H 0.341 0.067 -2.299
H -0.628 1.231 -3.231
H 0.038 2.193 -1.077
H -0.711 0.817 -0.206
H -4.009 3.757 -1.785
H -4.400 6.010 -0.952
H -2.840 7.034 0.679
H -0.896 5.700 1.480
H -4.099 1.719 -1.264
H -3.120 0.510 -0.397
H -3.773 -0.398 -2.589
H -2.997 0.989 -3.414
H 2.369 -3.836 1.599
H 0.719 -4.411 1.869
H 1.923 -4.462 3.191
H -1.496 0.502 2.214
H -0.898 0.996 3.823
H -0.020 1.471 2.373
H 1.892 -3.663 -1.446
H 4.300 -3.739 -1.015
*
```

=====

Computed, not measured: a structure of composition C35H80As2F12N4O at a distorted geometry, with ωB97M-V/def2-TZVPD.

- LUMO level (eV) = -4.3
- ΔE to the lowest compared entry with this formula, charge and spin (kcal/mol) = 90.0
- E (eV) = -199875.1022

The geometry in ORCA input format:
```
! wB97M-V def2-TZVPD RIJCOSX def2/J DEFGRID3
* xyz 2 1
C -12.912 12.054 -3.350
C -12.050 11.204 -4.315
N -11.593 9.779 -3.863
C -10.335 10.108 -3.008
C -12.707 9.142 -2.936
C -12.204 7.818 -2.320
C -11.208 8.850 -4.998
C -10.545 9.517 -6.218
O -9.268 10.012 -5.817
C -8.482 10.749 -6.772
H -13.039 13.059 -3.752
H -12.576 12.321 -2.348
H -13.911 11.670 -3.140
H -11.173 11.723 -4.701
H -12.591 10.765 -5.154
H -9.532 10.535 -3.609
H -9.875 9.186 -2.651
H -10.315 10.830 -2.191
H -13.661 9.110 -3.463
H -12.784 9.802 -2.072
H -11.634 7.947 -1.400
H -11.738 7.139 -3.035
H -13.083 7.327 -1.903
H -12.157 8.389 -5.273
H -10.563 8.072 -4.591
H -11.103 10.353 -6.640
H -10.511 8.895 -7.113
H -7.507 10.819 -6.289
H -9.007 11.704 -6.745
H -8.421 10.500 -7.831
C -24.412 13.078 -6.121
C -22.941 13.229 -5.836
C -22.525 14.474 -5.103
C -21.013 14.613 -4.957
N -20.377 15.963 -4.801
C -18.989 15.967 -4.446
C -18.661 17.118 -3.429
C -20.121 17.773 -3.155
C -21.075 16.758 -3.609
C -20.652 16.737 -6.054
H -24.705 13.884 -6.793
H -25.029 13.111 -5.223
H -24.688 12.218 -6.731
H -22.487 13.093 -6.817
H -22.614 12.326 -5.321
H -23.059 14.595 -4.161
H -23.015 15.235 -5.711
H -20.496 14.081 -5.755
H -20.754 13.992 -4.100
H -18.384 15.750 -5.326
H -18.788 15.087 -3.834
H -17.914 17.809 -3.822
H -18.262 16.592 -2.562
H -20.227 18.756 -3.613
H -20.362 18.008 -2.118
H -22.025 17.160 -3.959
H -21.302 15.995 -2.864
H -20.198 17.727 -6.086
H -21.733 16.831 -6.163
H -20.228 16.175 -6.886
C -18.669 13.343 5.095
C -18.167 13.597 3.667
C -18.282 12.397 2.755
C -17.373 12.461 1.487
N -17.722 11.486 0.358
C -17.793 10.071 0.922
C -16.355 9.601 1.190
C -15.527 10.135 -0.034
C -16.515 11.287 -0.546
C -19.035 11.932 -0.326
H -19.662 12.928 5.269
H -18.639 14.147 5.830
H -18.093 12.612 5.663
H -17.156 13.984 3.793
H -18.611 14.501 3.249
H -19.292 12.183 2.405
H -17.903 11.636 3.438
H -16.318 12.421 1.761
H -17.566 13.450 1.072
H -18.244 9.508 0.105
H -18.274 9.928 1.889
H -16.206 8.527 1.302
H -15.932 9.887 2.153
H -15.482 9.272 -0.698
H -14.536 10.393 0.338
H -17.022 11.016 -1.472
H -16.085 12.258 -0.793
H -19.804 11.512 0.323
H -19.057 11.369 -1.259
H -19.096 13.019 -0.392
C -20.273 13.894 -9.900
C -19.082 13.134 -9.331
C -17.705 13.696 -9.891
C -16.447 12.952 -9.391
N -15.082 13.567 -9.736
C -14.913 14.822 -8.836
C -14.136 15.833 -9.671
C -14.592 15.656 -11.168
C -14.920 14.099 -11.209
C -13.920 12.551 -9.507
H -21.122 13.909 -9.217
H -20.576 13.579 -10.899
H -20.017 14.939 -10.073
H -19.212 12.068 -9.523
H -19.056 13.442 -8.286
H -17.664 14.781 -9.787
H -17.638 13.723 -10.979
H -16.366 11.945 -9.801
H -16.428 12.881 -8.304
H -14.389 14.484 -7.941
H -15.913 15.099 -8.503
H -13.078 15.589 -9.571
H -14.190 16.839 -9.256
H -13.884 16.045 -11.900
H -15.455 16.297 -11.351
H -13.983 13.703 -11.602
H -15.667 13.715 -11.903
H -12.975 13.093 -9.471
H -13.955 11.788 -10.285
H -14.029 12.087 -8.527
As -17.266 11.852 -5.190
F -18.367 10.542 -4.520
F -18.527 13.083 -4.865
F -16.127 13.153 -5.687
F -16.039 10.529 -5.521
F -17.849 11.483 -6.910
F -16.570 11.975 -3.561
As -14.381 8.285 -8.140
F -14.342 8.383 -10.014
F -12.821 7.339 -8.338
F -14.306 7.886 -6.397
F -16.011 8.962 -8.014
F -15.206 6.656 -8.412
F -13.528 9.810 -7.832
*
```

=====

Computed, not measured: the molecule C3H8N2O at a distorted geometry, with ωB97M-V/def2-TZVPD.

- LUMO level (eV) = 1.1
- ΔE to the lowest compared entry with this formula, charge and spin (kcal/mol) = 49.8
- E (eV) = -8267.1681

The geometry in ORCA input format:
```
! wB97M-V def2-TZVPD RIJCOSX def2/J DEFGRID3
* xyz 0 1
C -2.104 -0.609 -0.009
O -1.281 0.537 0.067
C 0.036 0.312 0.008
C 0.836 1.577 -0.044
N 0.492 -0.887 -0.025
N 1.940 -0.909 -0.069
H -1.959 -1.107 -0.982
H -3.120 -0.252 0.066
H -1.856 -1.303 0.776
H 1.129 1.971 0.945
H 0.271 2.381 -0.518
H 1.723 1.385 -0.644
H 2.285 -0.571 0.841
H 2.141 -1.903 -0.090
*
```

=====

Computed, not measured: the ion C3H7N3 with charge +2 at a distorted geometry, with ωB97M-V/def2-TZVPD.

- LUMO level (alpha / beta) (eV) = -12.7 / -12.7
- ΔE to the lowest compared entry with this formula, charge and spin (kcal/mol) = 82.7
- E (eV) = -7672.4011

The geometry in ORCA input format:
```
! wB97M-V def2-TZVPD RIJCOSX def2/J DEFGRID3
* xyz 2 1
C 1.988 -0.173 -0.044
N 0.576 -0.106 -0.084
N -0.084 -1.166 -0.213
C -1.531 -0.777 -0.222
N -1.484 0.663 0.035
C -0.261 0.989 0.108
H 2.548 -0.329 -0.998
H 2.286 -0.944 0.583
H 2.322 0.834 0.433
H -2.323 -0.978 -0.953
H -1.722 -1.213 0.796
H -2.337 1.251 0.225
H 0.021 1.949 0.335
*
```

=====

Computed, not measured: a cluster of 4 separate species, C25H61F4N2O11P3S in total at a distorted geometry, with ωB97M-V/def2-TZVPD.

- LUMO level (eV) = 0.1
- E (eV) = -101979.2342

The geometry in ORCA input format:
```
! wB97M-V def2-TZVPD RIJCOSX def2/J DEFGRID3
* xyz 0 1
C 3.456 -3.985 2.863
P 1.774 -3.149 2.635
C 0.947 -4.091 1.229
P 2.029 -0.982 2.160
S 1.217 -1.283 0.119
C 3.663 -0.439 1.352
C 4.191 1.014 1.770
O 5.247 0.977 2.775
C 4.911 1.621 0.455
N 5.265 3.051 0.585
P 2.796 -0.623 4.228
N 1.712 -1.581 5.273
O 4.335 -1.352 4.458
C 0.524 0.142 2.572
F -0.593 -0.614 2.989
F 0.871 0.915 3.708
C 0.132 1.193 1.451
F -0.597 2.219 2.112
F 1.217 1.825 0.849
H 3.669 -3.989 3.983
H 4.259 -3.398 2.314
H 3.362 -5.055 2.517
H -0.106 -3.738 0.990
H 1.587 -4.194 0.289
H 0.812 -5.167 1.603
H 2.187 -2.074 -0.498
H 3.512 -0.405 0.226
H 4.524 -1.179 1.504
H 3.406 1.706 2.188
H 5.766 0.163 2.662
H 4.297 1.466 -0.485
H 5.867 1.008 0.333
H 4.431 3.589 0.825
H 5.990 3.108 1.302
H 1.512 -0.992 6.089
H 2.174 -2.440 5.589
H 4.738 -1.654 3.627
H -0.592 0.791 0.672
C 2.991 -7.714 -5.269
O 3.870 -7.859 -4.167
C 4.589 -6.675 -3.847
C 4.543 -6.368 -2.353
O 3.265 -6.006 -1.835
C 2.258 -7.017 -1.787
C 2.537 -8.181 -0.841
O 3.584 -9.011 -1.331
C 4.515 -9.395 -0.337
H 3.534 -7.899 -6.202
H 2.199 -8.458 -5.170
H 2.522 -6.726 -5.295
H 4.215 -5.812 -4.407
H 5.632 -6.847 -4.138
H 5.181 -5.495 -2.183
H 4.984 -7.172 -1.765
H 2.015 -7.366 -2.790
H 1.359 -6.509 -1.423
H 1.638 -8.802 -0.767
H 2.772 -7.788 0.154
H 4.732 -8.579 0.360
H 5.448 -9.661 -0.838
H 4.146 -10.268 0.211
C -3.507 2.017 0.645
O -3.799 2.113 -0.739
C -2.809 1.531 -1.577
C -3.423 0.625 -2.639
O -4.040 -0.565 -2.154
C -5.240 -0.427 -1.395
C -6.442 0.127 -2.154
O -6.276 1.509 -2.456
C -6.656 1.850 -3.775
H -2.881 2.863 0.948
H -4.449 2.062 1.193
H -3.015 1.073 0.900
H -2.072 0.965 -0.998
H -2.289 2.357 -2.077
H -2.608 0.285 -3.285
H -4.102 1.175 -3.290
H -5.054 0.133 -0.479
H -5.496 -1.443 -1.076
H -7.333 0.036 -1.523
H -6.598 -0.464 -3.063
H -6.361 1.083 -4.499
H -6.141 2.775 -4.042
H -7.737 2.019 -3.827
C -1.640 5.695 1.657
O -2.137 6.595 0.681
C -3.188 6.055 -0.112
C -4.366 7.017 -0.223
O -5.087 7.254 0.984
C -4.428 7.981 2.019
C -4.095 9.434 1.698
O -3.049 9.530 0.736
C -3.290 10.496 -0.269
H -0.862 5.063 1.216
H -1.200 6.283 2.464
H -2.432 5.074 2.088
H -3.539 5.096 0.280
H -2.775 5.885 -1.113
H -5.090 6.565 -0.909
H -4.072 7.958 -0.687
H -3.551 7.438 2.371
H -5.131 7.986 2.858
H -3.744 9.928 2.610
H -5.001 9.944 1.353
H -4.339 10.507 -0.584
H -2.685 10.231 -1.138
H -2.993 11.489 0.081
*
```

=====

Computed, not measured: a structure of composition C25H13Cl2FeN5O6 at a distorted geometry, with ωB97M-V/def2-TZVPD.

- LUMO level (alpha / beta) (eV) = 2.2 / 2.2
- ⟨S²⟩ = 0.90
- ΔE to the lowest compared entry with this formula, charge and spin (kcal/mol) = 9.0
- E (eV) = -105309.2559

The geometry in ORCA input format:
```
! wB97M-V def2-TZVPD RIJCOSX def2/J DEFGRID3
* xyz -1 2
Fe 0.411 -0.226 -0.075
Cl 1.104 -5.760 3.832
C 0.518 -4.255 3.184
C 1.032 -3.821 1.963
C 0.589 -2.623 1.431
N 1.031 -2.031 0.247
C 2.060 -2.480 -0.484
O 2.533 -3.607 -0.573
C 2.762 -1.322 -1.175
C 3.909 -1.510 -1.926
C 4.588 -0.392 -2.376
C 4.113 0.870 -2.048
C 2.954 0.971 -1.298
N 2.297 -0.104 -0.882
C -0.375 -1.846 2.116
C -0.882 -2.296 3.326
C -0.430 -3.505 3.851
Cl -1.099 -4.038 5.367
N -0.798 -0.716 1.418
C -1.896 -0.022 1.775
O -2.357 0.169 2.896
C -2.732 0.399 0.571
C -3.926 1.089 0.719
C -4.745 1.205 -0.393
C -4.364 0.606 -1.585
C -3.138 -0.049 -1.637
N -2.333 -0.118 -0.584
H 1.756 -4.421 1.436
H 4.235 -2.522 -2.118
H 5.489 -0.499 -2.967
H 4.626 1.767 -2.362
H 2.546 1.933 -1.016
H -1.607 -1.707 3.864
H -4.192 1.484 1.689
H -5.684 1.741 -0.327
H -4.994 0.645 -2.463
H -2.782 -0.512 -2.549
O -0.802 0.915 -3.795
C -0.412 0.749 -2.648
O 0.062 -0.318 -2.120
C -0.422 1.946 -1.699
C -0.723 3.260 -2.008
C -0.530 4.224 -1.020
C 0.017 3.881 0.212
C 0.293 2.544 0.443
N 0.002 1.646 -0.482
C 1.084 1.940 1.599
O 1.477 2.666 2.495
O 1.330 0.686 1.432
H -1.076 3.499 -3.001
H -0.774 5.258 -1.228
H 0.259 4.607 0.974
*
```

=====

Computed, not measured: a structure of composition C38H42Br2N5O3PtS, with ωB97M-V/def2-TZVPD.

- LUMO level (alpha / beta) (eV) = -8.3 / -10.8
- ⟨S²⟩ = 6.05
- ΔE to the lowest compared entry with this formula, charge and spin (kcal/mol) = 0.7
- E (eV) = -207821.9852

The geometry in ORCA input format:
```
! wB97M-V def2-TZVPD RIJCOSX def2/J DEFGRID3
* xyz 3 5
Pt -0.740 0.129 -0.847
O -0.600 0.392 2.408
C -0.298 -0.229 3.620
C -0.614 -2.967 1.684
O -0.083 -3.644 2.442
O -1.129 -2.298 0.880
C 1.008 0.112 4.170
C 2.138 0.103 3.343
C 3.381 0.457 3.843
C 3.514 0.832 5.174
C 2.399 0.846 6.002
C 1.155 0.489 5.508
C -1.265 -1.113 4.146
C -0.960 -1.921 5.265
C -1.892 -2.800 5.774
C -3.151 -2.920 5.190
C -3.465 -2.144 4.079
C -2.543 -1.254 3.563
H -0.081 1.206 2.401
H 2.045 -0.255 2.323
H 4.255 0.410 3.208
H 4.483 1.099 5.570
H 2.500 1.140 7.037
H 0.288 0.508 6.155
H 0.021 -1.863 5.718
H -1.636 -3.406 6.632
H -3.877 -3.608 5.597
H -4.442 -2.229 3.622
H -2.817 -0.653 2.704
Br -5.097 5.104 0.356
C -3.822 3.780 0.133
C -3.633 2.798 1.098
C -2.677 1.827 0.878
N -1.927 1.801 -0.232
C -2.093 2.760 -1.173
C -3.031 3.759 -1.017
C -1.192 2.683 -2.361
C -1.218 3.604 -3.393
C -0.307 3.472 -4.437
Br -0.313 4.685 -5.840
C 0.610 2.421 -4.413
C 0.564 1.535 -3.358
N -0.315 1.660 -2.359
H -4.213 2.783 2.009
H -2.471 1.053 1.605
H -3.164 4.524 -1.766
H -1.922 4.421 -3.401
H 1.339 2.298 -5.201
H 1.246 0.698 -3.292
C -0.305 -3.827 -2.362
N -0.434 -3.334 -3.767
C -1.324 -4.234 -4.568
C -0.816 -1.861 -3.833
C -2.099 -1.575 -3.116
C -3.310 -1.863 -3.731
C -4.516 -1.747 -3.044
C -4.517 -1.374 -1.712
C -3.317 -1.059 -1.084
C -2.115 -1.075 -1.803
H 0.073 -4.846 -2.393
H -1.287 -3.800 -1.900
H 0.386 -3.178 -1.829
H 0.491 -3.394 -4.196
H -2.300 -4.267 -4.092
H -0.877 -5.225 -4.570
H -1.395 -3.850 -5.582
H -0.867 -1.616 -4.894
H 0.022 -1.335 -3.372
H -3.329 -2.187 -4.765
H -5.444 -1.980 -3.547
H -5.444 -1.332 -1.155
H -3.326 -0.794 -0.034
C 6.107 -0.236 -1.520
C 5.067 0.850 -1.334
N 3.719 0.240 -1.369
C 2.640 0.545 -0.672
S 1.426 -0.731 -0.505
N 2.434 1.684 -0.043
C 3.172 2.960 -0.111
C 3.975 3.247 1.142
H 7.102 0.204 -1.486
H 6.002 -0.724 -2.490
H 6.044 -0.985 -0.733
H 5.139 1.601 -2.122
H 5.188 1.343 -0.371
H 3.677 -0.660 -1.829
H 1.679 1.652 0.627
H 2.408 3.727 -0.252
H 3.776 2.953 -1.016
H 3.328 3.323 2.015
H 4.490 4.198 1.021
H 4.719 2.477 1.345
*
```